# C7H11N3O2

An isolated molecule of C7H11N3O2 at a distorted geometry (ωB97M-V/def2-TZVPD, the OMol25 dataset).

Atoms and positions in Å:
O (0.027274, -2.262665, -0.838102)
O (-1.088564, -0.337517, -1.493116)
N (1.276239, 1.045873, -0.886936)
N (-0.937103, 1.778830, -0.651136)
N (0.180954, -1.062751, -0.939307)
C (3.018023, 0.171649, 0.789611)
C (0.369287, 1.930431, -1.064425)
C (2.356929, -0.900447, -0.071017)
C (-2.739530, 0.277319, 0.097737)
C (-2.430582, -0.999337, 0.891949)
C (-1.445112, 0.621760, -0.641739)
C (1.127036, -0.250774, -0.617997)
H (-3.458135, -1.454377, 1.011419)
H (-2.032032, -0.518662, 1.827366)
H (4.124876, 0.118252, 0.869779)
H (-1.737619, -1.557443, 0.397488)
H (2.999973, -1.164274, -0.985129)
H (2.760430, 0.111935, 1.955367)
H (0.679700, 2.860123, -1.593642)
H (-3.157047, 1.182287, 0.544427)
H (2.734265, 1.214665, 0.406359)
H (2.180557, -1.881922, 0.415631)
H (-3.384530, -0.056575, -0.787910)

Cartesian forces, eV/Å:
0.2004 -0.1285 -0.0113
1.5507 -1.1482 -0.6671
-0.3826 1.3376 -1.9668
1.2492 1.1562 0.5733
-1.6979 0.3534 -0.4671
0.8706 1.0574 2.9255
-0.6244 -0.1766 -0.7331
1.3423 -0.4954 -0.6442
0.6712 -0.4946 -3.3768
-3.5114 3.5408 2.7200
-2.5808 0.5669 0.4288
0.8110 -1.1509 0.9237
1.6001 -0.1680 0.4440
-0.2941 -1.4777 -0.2956
-0.5923 -0.1424 -0.5792
1.5267 -1.9346 -1.0886
-0.6852 0.4810 1.1750
-0.0764 0.0217 -2.5367
-0.4550 -0.4954 0.9046
0.0580 -0.5317 0.3916
0.7722 -1.7290 0.8445
-0.1527 0.8411 -0.1071
0.4004 0.7170 1.1425

Results
* SMILES string: CCC1=NC=NC(CC)=[N+]([O-])O1
* charge: 0
* Kohn-Sham gap (alpha / beta): 8.4 / 8.4 eV



# C3H5N3

A structure of composition C3H5N3 (ωB97M-V/def2-TZVPD, the OMol25 dataset).

Atoms and positions in Å:
N (-0.161146, -0.824745, -0.980414)
N (-0.006656, -1.421024, 1.304834)
N (-0.172417, 0.407991, -1.754981)
C (0.032102, -0.467133, 0.302774)
C (0.018613, 1.398811, -0.869644)
C (0.218572, 0.913782, 0.412718)
H (0.551030, -1.198963, 2.116971)
H (0.166771, -2.358345, 0.967906)
H (0.454153, 1.476594, 1.306790)
H (0.021489, 2.426721, -1.213494)
H (-1.122511, -0.353689, -1.593460)

Cartesian forces, eV/Å:
0.1398 -0.1346 0.4078
0.1204 -0.0589 0.0049
0.1094 0.3612 0.0285
-0.0012 0.0986 -0.1871
0.0000 -0.0493 -0.0411
-0.0222 -0.0570 -0.0441
-0.0845 -0.0255 -0.0923
-0.0273 0.0986 0.0476
-0.0543 -0.0870 -0.1519
0.0031 -0.1577 0.0532
-0.1833 0.0118 -0.0255

Results
* charge: 0
* Kohn-Sham gap: 9.7 eV



# C49H101N7O14P

A cluster of 7 separate species, C49H101N7O14P in total at a distorted geometry (ωB97M-V/def2-TZVPD, the OMol25 dataset).

Atoms and positions in Å:
P (0.656921, 4.558257, -5.065707)
O (0.907664, -4.283330, -8.383866)
O (3.218533, 0.784049, -3.418084)
O (-0.446275, -2.527443, 17.130045)
O (-3.851726, -5.152225, 0.929070)
O (-0.989692, 1.978314, 4.484561)
O (-1.201439, -4.539842, 2.068825)
O (0.250213, -2.501628, -6.144276)
O (-1.352567, -3.183494, 14.410146)
O (-2.018386, -0.593936, 5.518701)
O (-1.133651, -1.493902, 9.390167)
O (3.576348, -0.749927, -12.584523)
O (-3.698821, -2.245889, 10.633577)
O (1.848416, -1.057213, -2.532275)
O (2.670422, 0.930640, -10.350868)
N (4.542104, -0.118523, -5.264140)
N (-0.462663, 0.772960, -5.727212)
N (1.428662, 2.941528, -4.713347)
N (0.851368, 2.364956, -2.409096)
N (-0.982550, -0.414282, 0.971020)
N (0.755167, -2.975624, -1.497038)
N (1.834561, 0.837154, -3.794742)
C (1.375823, 2.180309, -3.652271)
C (2.320543, -0.872439, -11.947506)
C (-1.216514, -4.120478, 15.465846)
C (0.982745, 0.050233, -2.881854)
C (-0.857513, -1.190101, 16.922995)
C (-3.623230, -4.302079, 2.039378)
C (0.155306, 4.101833, -0.669785)
C (-0.216874, -0.484653, -3.649903)
C (-0.173200, 6.011351, 2.114245)
C (-0.900723, 2.437700, 5.824169)
C (-1.403059, -0.414057, 4.256001)
C (-0.659710, 6.076419, 0.666405)
C (-1.439733, -3.488302, 16.820429)
C (-0.897367, -0.326016, -0.284754)
C (-1.977414, 5.197393, -4.856220)
C (1.688145, 1.506787, 0.651033)
C (1.128681, -3.265547, -5.332782)
C (0.744962, 1.053178, -1.693232)
C (-3.043863, -3.342833, 11.249415)
C (-0.117968, -2.707666, 13.907124)
C (-2.213261, -0.610980, 9.622264)
C (-2.309156, 0.957499, -4.241211)
C (-1.379698, -2.451124, 8.371542)
C (-0.947828, 0.457675, -4.599981)
C (0.372389, 5.574901, -0.357872)
C (1.534118, 2.703160, -7.222528)
C (4.669833, -1.185038, -11.797760)
C (-0.643712, 0.940927, -1.058772)
C (1.885606, 5.750708, -4.398474)
C (1.288352, -2.081510, -1.988344)
C (4.563618, 2.335173, -6.833123)
C (-2.274292, -3.623078, 1.968943)
C (0.824785, -2.083255, -7.378391)
C (1.229860, 3.544373, -1.590790)
C (-3.037650, -1.010492, 10.825604)
C (1.834869, 0.447782, -11.394664)
C (3.915899, 0.320656, -4.405573)
C (0.410424, -2.969719, -8.529885)
C (2.212482, 2.402262, -5.895713)
C (3.585723, 1.928943, -10.771932)
C (1.830982, 0.809268, -0.612669)
C (3.600609, 3.033298, -5.856929)
C (-3.311207, -0.021285, 5.606895)
C (-3.632611, -6.523752, 1.204555)
C (-0.623641, -4.887346, 0.820514)
C (-0.822253, 4.645601, -4.003696)
C (-0.389345, 0.707914, 4.276622)
C (1.685189, 2.112589, 1.682789)
C (-0.048901, -5.218258, -7.914403)
H (-1.790478, 0.383866, 9.800675)
H (-2.957762, 0.151987, -3.899873)
H (-0.761091, -5.477415, -8.703846)
H (-1.086736, 3.645785, -3.670924)
H (-0.640512, 5.299766, -3.160394)
H (5.287249, 1.738076, -6.289619)
H (-2.269565, 1.712041, -3.456399)
H (5.577642, -0.835757, -12.285577)
H (-2.740806, 1.422473, -5.121532)
H (2.811270, 1.084374, -1.006358)
H (-3.590311, -0.001944, 6.658392)
H (-2.400719, -1.049050, 11.716022)
H (1.532072, 4.326006, -2.269951)
H (-3.709367, -4.860668, 2.977186)
H (4.098105, 1.650568, -11.694439)
H (-0.829936, 3.963182, -1.108783)
H (-0.921513, -0.905219, -2.938250)
H (5.077139, 3.077782, -7.435288)
H (-3.327220, 0.998677, 5.215127)
H (0.023492, -5.746077, 0.994073)
H (4.627081, -0.775342, -10.785163)
H (0.905383, 6.144020, 2.185056)
H (0.556638, -2.409767, 14.713009)
H (-0.597429, -4.835868, -7.049903)
H (-0.026810, -4.065258, 0.425929)
H (-4.404374, -3.534801, 2.029767)
H (-0.680299, -2.975027, -8.625700)
H (-1.055389, -1.248807, -0.839248)
H (0.832955, 0.309361, -10.976124)
H (1.782367, 3.691983, -7.593039)
H (-0.442150, 5.068305, 2.586342)
H (-2.436435, -3.036507, 16.860021)
H (0.458192, 2.563577, -7.173824)
H (-2.924694, 4.912104, -4.404678)
H (2.618528, 5.287499, -3.746901)
H (0.298574, 6.177528, -1.263707)
H (0.125771, -1.306804, -4.274738)
H (-0.798605, 1.776838, -0.381841)
H (-1.338166, -1.062238, 15.949785)
H (1.871444, -0.254639, -0.391349)
H (-3.807011, -0.249613, 10.993540)
H (-3.177899, -3.316462, 12.334768)
H (1.364802, 6.538101, -3.858832)
H (3.491864, 4.080035, -6.140682)
H (1.882229, -2.604173, -4.881056)
H (4.024232, 1.662157, -7.494812)
H (2.366052, -1.620247, -11.147782)
H (-1.580161, 3.282231, 5.923014)
H (0.529926, -3.715014, -4.540803)
H (-3.606861, -7.045437, 0.249499)
H (-1.974227, -3.349824, 11.025220)
H (4.324816, 2.040295, -9.979348)
H (-0.332590, -1.841343, 13.282868)
H (-1.190584, 1.659917, 6.533668)
H (-3.494550, -4.252142, 10.855228)
H (0.373531, -3.468819, 13.291087)
H (-1.929744, 6.278897, -4.943475)
H (1.767055, 1.186489, -12.198838)
H (-1.532521, 5.424604, 0.588231)
H (1.917260, -2.062849, -7.300062)
H (3.074828, 2.886920, -10.920928)
H (-0.229869, -4.593694, 15.432408)
H (-2.685166, -6.682601, 1.724710)
H (1.363193, 5.687918, 0.085369)
H (-1.970487, -4.898896, 15.313081)
H (0.438920, 0.315428, -5.878940)
H (0.149177, 3.569045, 0.278059)
H (-0.825224, 0.494237, 1.415157)
H (-1.548898, -0.866547, 17.708716)
H (0.367225, 0.510719, 5.043061)
H (0.493694, -6.115484, -7.624420)
H (2.109070, 3.286679, -1.002501)
H (-2.351994, -2.933347, 8.499692)
H (2.414509, 6.172638, -5.247269)
H (4.700114, -2.278017, -11.740172)
H (-1.013304, 7.071893, 0.409723)
H (-0.633523, 6.792531, 2.714417)
H (-1.404558, 1.025735, -1.827728)
H (1.714845, 2.637053, 2.608905)
H (-4.043609, -0.626657, 5.062123)
H (-2.185865, -2.922961, 2.805697)
H (-2.857491, -0.553321, 8.738255)
H (2.285482, 1.324929, -5.784599)
H (4.015296, 3.000669, -4.847677)
H (-0.599886, -3.207251, 8.449784)
H (1.638793, -4.054304, -5.885939)
H (-2.153338, -0.236344, 3.479025)
H (-1.957288, 4.767964, -5.855061)
H (0.115933, 2.771991, 6.057274)
H (0.034565, -0.567579, 16.964320)
H (-4.447411, -6.935993, 1.809002)
H (-1.332480, -1.986956, 7.382378)
H (0.829970, -2.556175, -9.452338)
H (-2.199129, -3.045104, 1.041110)
H (-0.884785, -1.346085, 4.010313)
H (0.475478, -1.063351, -7.575320)
H (-1.385053, -5.160485, 0.084729)
H (1.602425, -1.221287, -12.695692)
H (-1.391251, -4.269663, 17.584831)
H (0.116447, 0.748577, 3.308298)
H (1.908659, 1.987244, -7.953905)

Cartesian forces, eV/Å:
0.1663 -0.1034 -0.6873
0.0494 0.0180 0.1107
-0.1025 0.6745 0.7319
0.0354 0.0037 -0.0722
0.0585 0.0080 -0.0337
0.0261 0.0217 -0.0336
-0.0471 -0.1214 -0.0050
-0.0005 -0.0090 -0.0124
0.0085 0.0627 0.0264
-0.0559 0.1861 -0.0294
0.0109 -0.0538 0.0478
0.0134 0.1023 0.0359
0.0534 -0.0236 -0.1019
0.0508 0.3702 -0.0923
0.0412 0.0127 0.0404
-0.0362 -0.2158 0.2469
-0.0634 -0.0942 0.0232
0.1191 0.0125 0.7520
0.7396 -0.2781 -0.0812
0.0227 0.0898 0.0060
0.2238 0.0117 -0.1864
-0.8978 -0.8873 -0.8623
-0.0388 0.2197 0.1566
0.0338 -0.0792 -0.1198
-0.0732 -0.0588 -0.1133
0.7978 0.1547 0.1923
-0.0015 0.0004 0.0084
-0.0986 -0.0177 -0.0246
-0.1879 -0.0527 0.0120
-0.4372 -0.0301 0.0611
-0.1150 0.1303 0.0818
-0.0298 -0.0045 0.0099
0.0723 -0.2256 0.0969
-0.1110 -0.4112 -0.0035
0.0365 0.0128 0.1275
-0.0352 -0.1596 0.2771
0.0145 -0.2647 0.0875
-0.0965 0.2837 0.1845
0.0295 0.0766 0.0893
-0.2562 -0.5643 0.3654
-0.0259 -0.0064 0.0591
-0.0124 -0.0052 -0.0201
0.1124 0.0631 -0.0409
-0.0900 0.1974 -0.0943
0.0431 -0.0076 -0.0004
0.2258 0.0557 -0.1038
-0.2566 0.0190 0.3603
-0.0146 -0.3839 -0.2257
0.0051 -0.0343 -0.0040
-0.2457 0.0727 -0.0134
-0.0205 -0.3275 0.0960
-0.4423 -0.2134 0.0698
-0.0430 0.3072 0.0720
0.0943 0.0452 0.0235
0.0173 0.1185 0.0467
-0.3958 0.4095 -0.0088
-0.1324 -0.0148 0.0738
-0.0610 0.0370 0.1164
0.2127 -0.6407 -0.2860
0.0138 -0.0971 -0.1108
0.0968 0.6687 -0.2922
-0.0087 -0.0024 0.0678
0.3273 0.2169 -0.3039
0.2240 -0.2473 -0.1793
-0.0149 -0.0408 -0.0102
-0.0069 0.0044 -0.0007
-0.0455 -0.0133 0.1434
-0.0438 0.0505 -0.1508
-0.0448 0.1081 -0.0074
0.0812 -0.0261 0.1389
-0.0145 -0.0146 -0.0358
-0.0360 0.0068 -0.0075
-0.0050 -0.0685 0.0514
-0.0208 0.0210 0.0111
0.0902 -0.1101 0.2172
-0.0300 -0.1044 0.4167
0.1031 0.1502 -0.2148
-0.0269 0.0198 0.1209
0.0001 -0.0146 -0.0199
-0.1002 -0.0012 -0.0645
0.0633 -0.1739 -0.1542
-0.0043 -0.0275 0.0042
0.0009 -0.0058 0.0067
0.0386 0.1495 -0.3502
-0.0015 -0.0114 -0.0007
-0.0187 -0.0330 -0.0046
-0.1527 0.0402 -0.1947
-0.0451 -0.0492 0.1111
0.1236 -0.0286 -0.1268
-0.0021 0.0089 0.0108
0.0137 0.0112 0.0131
0.0080 0.0057 0.0018
0.0737 0.0302 0.0185
0.0014 0.0119 -0.0016
0.0015 -0.0042 0.0038
-0.0355 -0.0165 0.0310
0.0094 0.0029 0.0327
-0.0069 0.0138 0.0108
0.0267 -0.0560 -0.1116
-0.0127 0.0097 -0.0164
-0.1247 0.1644 0.0112
0.1257 -0.1475 0.0077
-0.0066 0.0009 -0.0063
-0.0426 0.0881 0.0062
-0.1057 0.1911 0.0746
0.1109 0.0214 0.1633
0.2259 -0.0045 -0.1395
0.1608 -0.0178 -0.0428
0.1244 0.0551 0.0483
0.0040 0.0082 -0.0011
-0.0759 -0.0618 -0.0079
0.0317 0.0186 0.0102
0.0616 0.0004 0.0077
-0.0182 0.1305 0.0296
0.0169 0.1290 0.1350
0.1069 -0.1357 -0.0215
0.0607 -0.0493 -0.1359
0.0093 0.0002 0.0086
0.0108 0.0161 -0.0128
0.0125 -0.0054 0.0056
-0.0243 -0.0021 -0.0047
0.0014 -0.0033 -0.0023
-0.0027 0.0332 -0.0020
-0.0070 -0.0145 -0.0243
0.0002 0.0053 0.0057
-0.0333 0.0103 0.0035
0.0160 -0.0072 0.0234
-0.0350 0.0851 -0.0408
0.0019 0.0005 -0.0105
-0.2079 0.1359 -0.0789
0.0096 -0.0075 0.0076
0.0094 -0.0060 -0.0327
0.0097 0.0063 0.0086
0.0015 -0.0101 -0.0027
0.1899 0.2152 -0.2636
0.0170 -0.0113 0.0107
-0.0814 -0.0088 0.0239
0.0045 -0.1139 -0.0026
-0.0023 -0.0076 -0.0001
-0.0244 -0.0059 -0.0194
-0.0021 -0.0081 0.0108
0.0067 -0.0093 -0.0224
0.1159 -0.0935 -0.0585
-0.0029 0.0044 0.0102
0.0293 0.1573 -0.0162
-0.0170 0.0013 0.0271
0.1869 0.1458 0.0078
-0.0403 0.0481 0.0573
-0.0484 0.0539 -0.1458
-0.1062 0.0111 0.0501
0.0051 0.0210 -0.0245
-0.0395 0.0074 -0.0420
-0.0049 -0.0089 -0.0052
-0.0574 0.1514 0.0617
-0.0370 0.0748 0.0984
0.0160 0.0095 -0.0025
-0.0343 0.0277 -0.0776
-0.0155 0.0064 0.0086
-0.0116 0.0033 -0.1078
0.0076 -0.0311 0.0103
0.0034 0.0012 0.0251
0.0179 0.0026 0.0267
-0.0545 -0.0096 0.0143
-0.0307 0.0253 0.0015
0.0117 0.0152 0.0186
0.0047 0.0362 -0.0611
-0.0078 -0.0391 -0.0485
-0.0003 0.0036 0.0018
-0.0142 -0.0187 0.0222
-0.0244 -0.0014 -0.0073
0.0586 -0.0996 0.0269
0.0444 -0.0559 -0.0849

Results
* charge: +1
* Kohn-Sham gap: 6.1 eV